No. 1
7
Properties=species:S:1:pos:R:3:lowdin_charge:R:1 method="wB97M-V/def2-TZVPD" lumo_energy_ha=-0.0386 homo_lumo_gap_ev=8.80 smiles="C=O.O=P"
H 1.7255 0.0946 -0.9566 0.10
O -2.4086 1.0071 0.9264 -0.50
P -1.7499 0.2292 -0.1062 0.81
C 1.1979 -0.4257 -0.1065 -0.24
H 0.5632 -1.2857 -0.4490 0.06
H -0.6256 0.7452 -0.4070 -0.21
O 1.2977 -0.3647 1.0989 -0.02

No. 2
8
Properties=species:S:1:pos:R:3:lowdin_charge:R:1 method="wB97M-V/def2-TZVPD" lumo_energy_ha=0.0146 homo_lumo_gap_ev=9.28
H -0.8470 -2.5138 0.5794 0.02
H -0.0111 0.9845 0.2045 -0.17
P -1.3676 0.5994 -0.1799 0.53
O 2.5547 1.2306 1.2296 0.00
C 3.1440 1.4605 0.2967 -0.01
S -0.4891 -1.1708 -0.9096 0.43
O -1.4982 -2.0473 0.0236 -0.62
H -1.4857 1.4570 -1.2442 -0.18

No. 3
9
Properties=species:S:1:pos:R:3:lowdin_charge:R:1 method="wB97M-V/def2-TZVPD" lumo_energy_ha=0.1166 homo_lumo_gap_ev=6.22 total_charge=-1
H -0.4006 -0.9080 1.1469 0.07
C 0.0921 0.7992 0.1699 -0.86
O -3.1199 -0.7131 -1.0726 -0.46
S 0.8367 1.0333 1.7252 0.21
O -1.3794 -1.5167 -2.5352 -0.49
S -2.0121 -1.5996 -1.1788 0.84
H 0.9088 0.9574 -0.6077 0.05
O -0.5810 -0.5006 0.2129 -0.39
H -0.5785 1.6652 -0.0047 0.04

No. 4
8
Properties=species:S:1:pos:R:3:lowdin_charge:R:1 method="wB97M-V/def2-TZVPD" lumo_energy_ha="-0.2541 / -0.2541" homo_lumo_gap_ev="9.41 / 9.41" total_charge=+1
O 1.5440 0.6208 -0.2183 -0.01
H -1.1407 1.0656 0.4632 0.18
C -1.8095 0.1501 0.1138 0.17
O 2.7792 0.5844 -0.0431 -0.06
O 3.2790 -0.5444 0.0092 0.11
H -2.9267 0.2951 0.0245 0.17
O -1.3268 -0.9103 -0.2294 0.22
H -0.3985 -1.2612 -0.1199 0.21

The records above give, respectively, energy above the lowest of the compared OMol25 structures with the same formula, charge and spin values of 308.7 188.5 151.2 613.5 kJ/mol.